A molecular structure, C3H3LiO5Tl at a distorted geometry, computed with ωB97M-V/def2-TZVPD.

XYZ file:
```
13
Properties=species:S:1:pos:R:3:lowdin_charge:R:1
O 0.4978 1.3177 -0.3079 -0.27
C 0.3028 0.0493 0.1151 -0.15
O -1.9218 0.1717 -1.0876 0.17
C -1.8846 -0.4119 0.0035 -0.55
C 0.1081 -1.4266 -0.2316 -0.05
O -1.3025 -1.6092 -0.0753 0.01
O -1.2596 0.2641 0.9514 -0.24
Tl -1.6135 2.4568 2.1919 1.13
H 1.1976 -0.0947 0.7495 0.13
H 0.4389 -1.6205 -1.2565 0.16
H 0.6630 -2.0524 0.4735 0.14
Li 3.2104 1.0678 -0.4834 0.83
O 1.5635 1.8880 -1.0425 -0.31
```

Calculated values
LUMO: -4.65 eV
Energy above the lowest of the compared OMol25 structures with the same formula, charge and spin: 0.000 eV
Total charge: +1

***

A molecular structure, C3H3LuO2 at a distorted geometry, computed with ωB97M-V/def2-TZVPD.

XYZ file:
```
9
Properties=species:S:1:pos:R:3:lowdin_charge:R:1
O -0.0356 1.4700 -0.0230 -0.21
O 3.3476 -2.3427 -0.3321 0.27
C -1.2187 1.1048 -0.2162 -0.15
C -1.6305 -0.2233 0.0572 0.30
C 3.1163 -1.3211 0.0647 0.01
H -1.9347 1.8104 -0.6625 0.19
H -0.9950 -0.8737 0.6591 0.10
H -2.6256 -0.5519 -0.2403 0.14
Lu 1.9761 0.9274 0.6930 2.36
```

Calculated values
Multiplicity: 2
LUMO (alpha / beta): -16.86 / -16.88 eV
Energy above the lowest of the compared OMol25 structures with the same formula, charge and spin: 0.035 eV
Expectation value of S²: 0.75
Total charge: +3